Entry 1:
Entry from the Open Molecules 2025 dataset: 3 unconnected molecules or ions with the total composition C28H62N4O11 at a distorted geometry (the ωB97M-V functional and the def2-TZVPD basis).

The calculated total energy is -2150.53848 Ha. As for the SMILES: CCOCCO[C@H](CCC(N)=O)OC[C@H](COC(C)=O)NC[C@H](C)O.COCCNCCOC.COCCNCCOC.

```
! RIJCOSX wB97M-V def2-TZVPD def2/J DEFGRID3
* xyz 0 1
C 1.085 -3.954 1.812
C 0.907 -5.475 1.592
O -0.164 -5.748 0.710
C 0.070 -5.178 -0.572
C -0.468 -6.106 -1.669
O 0.432 -6.262 -2.753
C 0.060 -5.601 -3.930
C 0.482 -6.508 -5.114
C 1.806 -6.117 -5.755
C 2.141 -6.917 -7.009
N 2.949 -6.258 -7.994
O 1.772 -8.019 -7.140
O 0.561 -4.285 -4.050
C 1.746 -4.017 -3.337
C 2.409 -2.793 -4.032
C 3.558 -2.204 -3.198
O 4.038 -3.104 -2.191
C 5.031 -3.900 -2.665
C 6.411 -3.302 -2.909
O 4.867 -5.033 -2.844
N 1.481 -1.783 -4.479
C 0.751 -1.093 -3.406
C -0.714 -0.805 -3.838
C -1.146 0.545 -3.231
O -1.523 -1.876 -3.342
H 1.568 -3.741 2.762
H 1.749 -3.585 1.032
H 0.101 -3.504 1.720
H 0.713 -5.931 2.560
H 1.835 -5.928 1.228
H 1.149 -5.143 -0.718
H -0.370 -4.182 -0.649
H -0.565 -7.083 -1.195
H -1.476 -5.811 -1.965
H -1.023 -5.505 -4.010
H -0.288 -6.377 -5.878
H 0.449 -7.550 -4.824
H 2.611 -6.305 -5.035
H 1.831 -5.053 -5.980
H 2.757 -5.262 -7.918
H 3.930 -6.331 -7.731
H 1.589 -3.745 -2.293
H 2.471 -4.820 -3.395
H 2.870 -3.208 -4.933
H 3.312 -1.233 -2.781
H 4.376 -2.007 -3.895
H 6.761 -3.720 -3.846
H 7.041 -3.677 -2.107
H 6.390 -2.218 -2.914
H 0.868 -2.127 -5.202
H 0.781 -1.614 -2.447
H 1.209 -0.106 -3.300
H -0.783 -0.774 -4.921
H -1.134 1.364 -3.947
H -0.486 0.794 -2.397
H -2.157 0.433 -2.841
H -1.455 -1.797 -2.383
C 0.568 2.904 4.022
O -0.291 3.783 3.316
C 0.332 5.008 2.939
C 0.518 5.083 1.437
N 1.534 4.141 0.981
C 1.591 3.975 -0.470
C 0.364 3.396 -1.173
O 0.102 2.037 -0.864
C -0.653 1.820 0.317
H -0.039 2.082 4.400
H 1.341 2.486 3.369
H 1.038 3.409 4.871
H 1.277 5.162 3.467
H -0.349 5.812 3.238
H 0.824 6.097 1.163
H -0.458 4.883 0.974
H 1.352 3.237 1.396
H 2.433 3.311 -0.678
H 1.833 4.942 -0.923
H 0.573 3.416 -2.247
H -0.535 4.006 -1.029
H -1.364 2.626 0.507
H 0.002 1.685 1.181
H -1.211 0.891 0.185
C -5.273 7.181 3.852
O -4.921 5.811 3.901
C -3.527 5.566 3.738
C -2.906 5.062 5.026
N -2.852 6.115 6.037
C -2.501 5.642 7.375
C -3.455 4.667 8.065
O -4.708 5.227 8.414
C -5.682 5.223 7.385
H -6.360 7.243 3.825
H -4.920 7.719 4.738
H -4.875 7.659 2.952
H -3.001 6.449 3.363
H -3.433 4.778 2.985
H -1.892 4.713 4.819
H -3.501 4.205 5.367
H -3.755 6.567 6.089
H -2.421 6.528 8.010
H -1.504 5.191 7.334
H -2.988 4.381 9.011
H -3.589 3.737 7.500
H -5.574 4.364 6.717
H -5.647 6.151 6.808
H -6.663 5.170 7.858
*
```

Mulliken atomic charge list, values in e, 99 entries: number 1, C, carries -0.8594; number 2, C, carries -0.2957; number 3, O, carries -0.5105; number 4, C, carries 0.0200; number 5, C, carries -0.6064; number 6, O, carries -0.3713; number 7, C, carries -0.1367; number 8, C, carries -1.0067; number 9, C, carries 0.3778; number 10, C, carries 0.2266; number 11, N, carries -0.6764; number 12, O, carries -0.4501; number 13, O, carries -0.2596; number 14, C, carries -0.6704; number 15, C, carries -0.1918; number 16, C, carries -0.9967; number 17, O, carries -0.3282; number 18, C, carries 0.6776; number 19, C, carries -1.1467; number 20, O, carries -0.4484; number 21, N, carries -0.3283; number 22, C, carries -0.5474; number 23, C, carries -0.0781; number 24, C, carries -0.8596; number 25, O, carries -0.5587; number 26, H, carries 0.3936; number 27, H, carries 0.1326; number 28, H, carries 0.2635; number 29, H, carries 0.3998; number 30, H, carries 0.2954; number 31, H, carries 0.2112; number 32, H, carries 0.1297; number 33, H, carries 0.4572; number 34, H, carries 0.2192; number 35, H, carries 0.5097; number 36, H, carries 0.3761; number 37, H, carries 0.2204; number 38, H, carries 0.2023; number 39, H, carries -0.0731; number 40, H, carries 0.3348; number 41, H, carries 0.2796; number 42, H, carries 0.1521; number 43, H, carries 0.7242; number 44, H, carries 0.3408; number 45, H, carries 0.4247; number 46, H, carries 0.4523; number 47, H, carries 0.3242; number 48, H, carries 0.3807; number 49, H, carries 0.3459; number 50, H, carries 0.4388; number 51, H, carries 0.2917; number 52, H, carries 0.4573; number 53, H, carries 0.4590; number 54, H, carries 0.3756; number 55, H, carries -0.1141; number 56, H, carries 0.3456; number 57, H, carries 0.3637; number 58, C, carries -0.9068; number 59, O, carries -0.2597; number 60, C, carries -0.7885; number 61, C, carries -0.2731; number 62, N, carries -0.2721; number 63, C, carries -0.8855; number 64, C, carries -0.5028; number 65, O, carries -0.4239; number 66, C, carries -0.6698; number 67, H, carries 0.2613; number 68, H, carries 0.3618; number 69, H, carries 0.3496; number 70, H, carries 0.4295; number 71, H, carries 0.3950; number 72, H, carries 0.4176; number 73, H, carries 0.1379; number 74, H, carries 0.0761; number 75, H, carries 0.4063; number 76, H, carries 0.4104; number 77, H, carries 0.3977; number 78, H, carries 0.3945; number 79, H, carries 0.3034; number 80, H, carries 0.1448; number 81, H, carries 0.3964; number 82, C, carries -0.7028; number 83, O, carries -0.3792; number 84, C, carries -0.7445; number 85, C, carries 0.5180; number 86, N, carries -0.3986; number 87, C, carries -0.7044; number 88, C, carries -0.5134; number 89, O, carries -0.4274; number 90, C, carries -0.5257; number 91, H, carries 0.2560; number 92, H, carries 0.3008; number 93, H, carries 0.3233; number 94, H, carries 0.4551; number 95, H, carries 0.2198; number 96, H, carries -0.1562; number 97, H, carries 0.1581; number 98, H, carries 0.1164; number 99, H, carries 0.3767

Entry 2:
Entry from the Open Molecules 2025 dataset: a molecular structure, C18H18F6N8O2RhS2Sb (the ωB97M-V functional and the def2-TZVPD basis).

The value obtained for the energy above the lowest of the compared OMol25 structures with the same formula, charge and spin is 0.0 kcal/mol.

```
! RIJCOSX wB97M-V def2-TZVPD def2/J DEFGRID3
* xyz 1 2
Rh 1.178 -0.651 0.446
C 1.707 -4.415 -1.310
C 1.333 -3.315 -0.393
N 2.118 -2.275 -0.205
N 3.257 -2.207 -0.876
C 3.800 -0.962 -0.894
N 4.919 -0.831 -1.596
S 3.149 0.376 -0.054
C 0.040 -3.223 0.296
C -0.839 -4.288 0.405
C -2.024 -4.120 1.109
C -2.303 -2.895 1.683
C -1.390 -1.860 1.529
N -0.260 -2.021 0.856
H 1.580 -4.050 -2.334
H 1.091 -5.298 -1.179
H 2.758 -4.671 -1.190
H 5.273 -1.622 -2.110
H 5.264 0.088 -1.822
H -0.606 -5.241 -0.046
H -2.719 -4.943 1.202
H -3.216 -2.723 2.234
H -1.576 -0.870 1.925
N -5.499 2.957 -1.638
C -4.210 2.832 -1.217
C -3.690 3.702 -0.247
C -2.386 3.576 0.179
C -1.589 2.573 -0.361
C -2.085 1.688 -1.317
C -3.387 1.817 -1.738
S 0.052 2.441 0.160
O 0.913 2.289 -1.019
O 0.411 3.516 1.023
N 0.160 1.019 0.983
C 0.550 0.989 2.299
N 1.340 -0.105 2.449
C 1.858 -0.369 3.645
C 1.574 0.462 4.708
C 0.729 1.540 4.461
N 0.203 1.810 3.270
H -6.045 3.751 -1.362
H -5.826 2.425 -2.423
H -4.316 4.487 0.158
H -1.975 4.254 0.914
H -1.450 0.919 -1.738
H -3.778 1.147 -2.493
H 2.492 -1.242 3.732
H 1.983 0.278 5.689
H 0.453 2.217 5.262
F 0.482 -0.755 -1.346
Sb 1.655 1.976 -3.094
F 3.115 2.817 -2.267
F 0.697 3.566 -3.298
F 0.112 0.983 -3.431
F 2.335 2.089 -4.822
F 2.587 0.366 -2.797
*
```

Charges per atom according to Mulliken partitioning, unit e: number 1, Rh, carries -0.3565; number 2, C, carries -1.4340; number 3, C, carries 0.6863; number 4, N, carries 1.1503; number 5, N, carries -1.0801; number 6, C, carries 0.9206; number 7, N, carries -0.3388; number 8, S, carries -0.2743; number 9, C, carries 0.6851; number 10, C, carries -0.7835; number 11, C, carries -0.4724; number 12, C, carries -0.9278; number 13, C, carries -0.1275; number 14, N, carries 0.4645; number 15, H, carries 0.3256; number 16, H, carries 0.4285; number 17, H, carries 0.3882; number 18, H, carries 0.2519; number 19, H, carries 0.2368; number 20, H, carries 0.3078; number 21, H, carries 0.4492; number 22, H, carries 0.4443; number 23, H, carries 0.4919; number 24, N, carries -0.4709; number 25, C, carries 1.0807; number 26, C, carries -0.8115; number 27, C, carries -0.4906; number 28, C, carries -0.0879; number 29, C, carries -0.3862; number 30, C, carries -1.0492; number 31, S, carries 1.0855; number 32, O, carries -0.1378; number 33, O, carries -0.6950; number 34, N, carries 0.3572; number 35, C, carries 0.5643; number 36, N, carries 0.0618; number 37, C, carries -0.1921; number 38, C, carries -0.7474; number 39, C, carries -0.2270; number 40, N, carries -0.6073; number 41, H, carries 0.1992; number 42, H, carries 0.2056; number 43, H, carries 0.3168; number 44, H, carries 0.5402; number 45, H, carries 0.3400; number 46, H, carries 0.3168; number 47, H, carries 0.5165; number 48, H, carries 0.4154; number 49, H, carries 0.4534; number 50, F, carries -0.5584; number 51, Sb, carries 2.2764; number 52, F, carries -0.5402; number 53, F, carries -0.5302; number 54, F, carries -0.5425; number 55, F, carries -0.5419; number 56, F, carries -0.5496

Entry 3:
Entry from the Open Molecules 2025 dataset: a molecular structure, C4H9O at a distorted geometry (the ωB97M-V functional and the def2-TZVPD basis).

The value obtained for the energy above the lowest of the compared OMol25 structures with the same formula, charge and spin is 44.6 kcal/mol.

```
! RIJCOSX wB97M-V def2-TZVPD def2/J DEFGRID3
* xyz -2 2
C -1.035 -0.012 -0.423
O -1.935 0.808 0.041
C 0.415 0.449 -0.921
C 0.290 -0.199 0.446
C 0.563 -1.670 0.713
H -1.372 -0.865 -1.050
H 5.520 4.104 -0.144
H 0.715 1.490 -0.831
H 1.033 -0.111 -1.625
H 5.860 3.494 0.294
H 0.040 0.387 1.317
H 0.228 -2.112 1.648
H 1.667 -1.837 0.689
H 0.264 -2.271 -0.155
*
```

Charges per atom according to Mulliken partitioning, unit e: number 1, C, carries 0.0340; number 2, O, carries -0.9016; number 3, C, carries -0.9511; number 4, C, carries -0.0748; number 5, C, carries -1.1619; number 6, H, carries 0.2450; number 7, H, carries -0.4732; number 8, H, carries 0.2751; number 9, H, carries 0.2813; number 10, H, carries -0.4869; number 11, H, carries 0.3301; number 12, H, carries 0.3381; number 13, H, carries 0.2902; number 14, H, carries 0.2556

Entry 4:
Entry from the Open Molecules 2025 dataset: 2 unconnected molecules or ions with the total composition C3H7BrN at a distorted geometry (the ωB97M-V functional and the def2-TZVPD basis).

The value obtained for the energy above the lowest of the compared OMol25 structures with the same formula, charge and spin is 60.4 kcal/mol.

```
! RIJCOSX wB97M-V def2-TZVPD def2/J DEFGRID3
* xyz 1 1
C 1.271 -0.563 -0.611
C -1.715 -0.946 -0.286
C 0.291 1.294 0.633
N 0.355 0.103 -0.125
Br 3.184 -0.008 -0.344
H 1.358 -1.556 -1.088
H -1.668 -1.882 0.245
H -1.908 -1.142 -1.338
H -2.032 -0.125 0.316
H -0.610 1.147 1.289
H 0.345 2.289 -0.015
H 1.129 1.390 1.324
*
```

Charges per atom according to Mulliken partitioning, unit e: number 1, C, carries 0.1503; number 2, C, carries -0.2928; number 3, C, carries -0.7794; number 4, N, carries -0.2169; number 5, Br, carries -0.0830; number 6, H, carries 0.3868; number 7, H, carries 0.3153; number 8, H, carries 0.3124; number 9, H, carries 0.2476; number 10, H, carries 0.2513; number 11, H, carries 0.3152; number 12, H, carries 0.3933